Density functional theory data (the ωB97M-V functional and the def2-TZVPD basis) for C10H10O2S in the gas phase.

Each line ends with the natural charge from an NBO analysis.
CARTESIAN COORDINATES (ANGSTROEM)
C  1.976570  -2.414070  -0.357646  -0.187
C  1.047709  -2.489105  -1.480792  -0.406
C  2.181272  -1.323160  0.379243  -0.170
C  -1.462043  -0.012204  -1.822904  0.164
C  -0.970228  0.561866  -0.715668  -0.145
C  0.017555  -1.682262  -1.533796  0.483
C  1.475640  0.003859  0.187200  -0.503
C  -1.654049  1.634734  0.082328  -0.431
C  -1.820026  1.056241  1.493409  -0.597
C  -0.000680  -0.182154  0.083578  -0.234
O  -1.870978  -1.610176  1.317129  -0.973
O  -0.959601  -1.207305  -2.271519  -0.468
S  -0.886942  -0.575473  1.637449  1.247
H  2.569252  -3.298830  -0.178069  0.216
H  1.258274  -3.216477  -2.258687  0.234
H  2.928014  -1.342391  1.158666  0.209
H  -2.258457  0.369538  -2.438174  0.206
H  1.720962  0.664161  1.025205  0.212
H  1.847243  0.473980  -0.732183  0.238
H  -1.029827  2.531589  0.109139  0.214
H  -2.616079  1.897899  -0.355179  0.224
H  -1.425522  1.713071  2.265021  0.221
H  -2.854098  0.809745  1.722163  0.246

Atoms 1-6, force components in eV/Å:
C 0.11 0.19 0.29
C -0.26 -0.35 -0.76
C 0.12 0.04 0.09
C 0.30 0.71 0.53
C -0.21 -0.06 -0.35
C -0.03 3.08 3.87

Relative energy (zero: lowest compared OMol25 entry of this formula, charge and spin) = 123.3 kcal per mole
Maximum force = 0.0961 Eh/bohr
Calculated total energy = -935.54010 a.u.
LUMO energy = 0.483 eV